[1]
The following is a quantum chemistry calculation of a molecular structure, C12H29N4O6PRu, from OMol25.

Computed properties:
- total charge = +1
- ΔE to the lowest compared entry with this formula, charge and spin (eV) = 0.407
- expectation value of S² = 8.865
- gap between HOMO and LUMO (spin up / spin down) (Eh) = 0.2362 / 0.2563
- 2S+1 = 6

Each line ends with the natural charge from an NBO analysis.
CARTESIAN COORDINATES (ANGSTROEM)
O (-0.041, 3.125, -2.413)  -1.0007
H (0.087, 3.547, -3.288)  0.4869
Ru (-0.077, -0.160, -0.370)  0.8970
N (-1.952, 0.587, -0.921)  -0.0174
N (-0.581, 1.365, 1.057)  -0.1055
N (1.156, -1.634, -1.198)  -0.1477
N (1.721, -0.245, 0.779)  -0.1194
O (-2.661, -0.023, -1.761)  -0.3212
O (0.977, -2.195, -2.465)  -0.5368
O (2.113, 0.506, 1.834)  -0.5235
O (-0.046, 1.643, 2.224)  -0.4444
C (-1.592, 2.216, 0.688)  0.1919
C (-2.299, 1.828, -0.473)  0.2107
C (2.353, -1.948, -0.710)  0.2315
C (2.619, -1.213, 0.476)  0.1863
C (-3.275, 2.668, -1.217)  -0.6886
H (-2.740, 3.280, -1.959)  0.2809
H (-3.800, 3.350, -0.544)  0.2389
H (-4.006, 2.057, -1.745)  0.2586
C (-1.907, 3.371, 1.575)  -0.6763
H (-1.096, 4.121, 1.594)  0.2668
H (-2.041, 3.006, 2.615)  0.2590
H (-2.830, 3.875, 1.283)  0.2358
C (3.162, -2.999, -1.379)  -0.6809
C (3.742, -1.573, 1.381)  -0.6914
H (3.028, -2.970, -2.472)  0.2753
H (2.827, -3.985, -1.016)  0.2579
H (4.214, -2.854, -1.106)  0.2461
H (3.630, -1.072, 2.345)  0.2705
H (4.730, -1.305, 0.972)  0.2591
H (3.763, -2.658, 1.563)  0.2387
H (0.057, -1.948, -2.741)  0.5073
H (1.238, 1.039, 2.115)  0.4910
C (1.907, 3.147, -1.076)  -0.4934
H (1.001, 3.730, -1.108)  0.2056
H (2.097, 2.331, -1.798)  0.1356
H (2.287, 2.746, -0.102)  0.1335
O (0.052, 0.398, -2.211)  -0.9607
H (-0.053, 2.118, -2.504)  0.5068
H (0.917, 0.166, -2.570)  0.4691
C (-1.363, -3.061, -0.121)  -0.9558
P (-1.056, -1.566, 0.879)  1.2255
C (-2.703, -1.093, 1.510)  -0.9606
C (-0.188, -2.101, 2.391)  -0.9534
H (-1.815, -2.744, -1.075)  0.2632
H (-2.051, -3.696, 0.455)  0.2564
H (-0.401, -3.562, -0.314)  0.2530
H (-3.102, -1.972, 2.040)  0.2504
H (-2.588, -0.231, 2.189)  0.2572
H (-3.331, -0.818, 0.647)  0.2617
H (0.014, -1.212, 3.015)  0.2694
H (0.765, -2.584, 2.118)  0.2473
H (-0.859, -2.802, 2.910)  0.2527

Atoms 1-3, force components in eV/Å:
-2.0 -0.9 -2.0
-0.2 -0.7 0.6
0.3 1.1 -2.9

***

[2]
The following is a quantum chemistry calculation of 4 unconnected molecules or ions with the total composition C43H65N2O14P2, from OMol25.

Computed properties:
- total charge = -1
- gap between HOMO and LUMO (Eh) = 0.2322
- 2S+1 = 1

Each line ends with the Mulliken charge.
CARTESIAN COORDINATES (ANGSTROEM)
C (1.298, 2.775, 1.360)  -1.1141
C (1.722, 1.331, 0.906)  0.1480
C (3.032, 1.421, 0.109)  -0.7282
C (3.633, 0.023, -0.201)  -0.9515
C (2.737, -0.760, -1.211)  0.5199
C (3.580, -1.417, -2.358)  -0.4432
C (2.986, -2.798, -2.774)  -0.9891
C (2.319, -2.755, -4.175)  -0.9435
C (1.063, -1.886, -4.046)  1.1559
C (0.358, -1.569, -5.383)  -1.1968
C (-1.110, -1.103, -5.158)  -1.3511
C (-1.362, -0.375, -3.840)  0.3892
C (-0.712, 0.825, -3.455)  0.7457
P (0.498, 1.538, -4.675)  -0.0147
P (-0.805, 2.836, -5.844)  0.9111
O (-0.286, 3.110, -7.188)  -0.7327
O (-1.048, 4.227, -5.031)  -0.4603
O (-2.271, 2.128, -6.005)  -0.5594
C (-0.952, 1.483, -2.259)  0.4716
C (-0.236, 2.799, -1.878)  -0.0820
O (1.008, 2.920, -2.031)  -0.7393
O (-0.967, 3.693, -1.423)  -0.7658
C (-1.909, 0.968, -1.348)  0.3088
N (-2.200, 1.583, -0.091)  -0.4263
C (-2.571, -0.190, -1.741)  0.5674
C (-2.300, -0.864, -2.947)  0.6095
C (-3.095, -2.130, -3.187)  -0.5021
O (-2.628, -3.160, -3.634)  -0.6358
C (-4.560, -2.011, -2.793)  0.6910
C (-5.533, -2.570, -3.593)  -0.8410
C (-6.856, -2.391, -3.208)  -0.6026
C (-7.152, -1.679, -2.066)  1.0435
O (-8.493, -1.505, -1.763)  -0.5091
C (-9.064, -0.264, -2.235)  -0.3356
C (-8.175, 0.585, -3.151)  -1.0321
C (-6.168, -1.151, -1.235)  -0.0908
N (-6.459, -0.418, -0.067)  -0.3625
C (-7.294, -0.962, 0.733)  0.9290
C (-8.275, -0.037, 1.460)  -1.4317
C (-7.431, -2.441, 1.008)  -1.3095
C (-4.842, -1.330, -1.626)  0.3490
C (-3.651, -0.787, -0.853)  -1.3526
O (-3.581, -0.863, 0.358)  -0.6142
H (1.154, 2.843, 2.450)  -0.1193
H (0.341, 3.075, 0.914)  0.3956
H (2.078, 3.513, 1.131)  0.3123
H (1.916, 0.723, 1.792)  0.6990
H (0.894, 0.952, 0.292)  -0.2205
H (3.773, 2.031, 0.650)  0.6093
H (2.895, 1.904, -0.870)  0.0645
H (4.593, 0.196, -0.712)  0.3105
H (3.772, -0.554, 0.724)  0.3555
H (2.004, -0.085, -1.674)  -0.5363
H (2.177, -1.518, -0.647)  0.3096
H (3.553, -0.712, -3.202)  0.3189
H (4.619, -1.531, -2.025)  0.2744
H (3.774, -3.571, -2.768)  0.3840
H (2.252, -3.125, -2.024)  0.4187
H (2.046, -3.801, -4.399)  0.3945
H (3.011, -2.417, -4.958)  0.3550
H (1.299, -0.923, -3.575)  -0.8137
H (0.328, -2.411, -3.415)  0.1507
H (0.970, -0.817, -5.896)  0.4062
H (0.349, -2.436, -6.064)  0.5081
H (-1.786, -1.944, -5.316)  0.5125
H (-1.346, -0.384, -5.964)  0.2481
H (1.410, 2.377, -3.999)  0.0444
H (-1.991, 4.439, -5.008)  0.3135
H (-2.576, 1.788, -5.148)  0.4099
H (-3.211, 1.579, 0.018)  0.2934
H (-1.884, 0.984, 0.668)  0.3410
H (-5.266, -3.126, -4.489)  0.5183
H (-7.645, -2.820, -3.822)  0.4601
H (-9.972, -0.515, -2.802)  0.3910
H (-9.319, 0.353, -1.363)  0.1627
H (-7.861, 0.067, -4.064)  0.2858
H (-7.313, 1.029, -2.640)  0.2590
H (-8.780, 1.440, -3.498)  0.4168
H (-9.279, -0.475, 1.490)  0.3423
H (-8.339, 0.874, 0.851)  0.3619
H (-7.914, 0.279, 2.447)  0.3525
H (-7.352, -2.672, 2.079)  0.4114
H (-6.736, -3.069, 0.445)  0.3275
H (-8.457, -2.730, 0.721)  0.2810
O (7.020, -0.465, -3.482)  -0.5073
C (7.902, -1.220, -3.193)  0.8562
O (7.601, -2.499, -2.878)  -0.3987
C (8.573, -3.511, -2.627)  -0.4140
C (9.134, -3.416, -1.222)  -0.9981
C (9.337, -0.754, -3.106)  -1.1100
H (9.353, -3.492, -3.392)  0.3517
H (8.049, -4.459, -2.739)  0.3509
H (9.636, -2.464, -1.047)  0.2782
H (9.848, -4.220, -1.038)  0.3678
H (8.328, -3.487, -0.491)  0.3039
H (9.469, -0.196, -2.180)  0.2597
H (9.534, -0.100, -3.953)  0.3179
H (10.073, -1.554, -3.148)  0.3503
O (2.954, 1.578, 3.580)  -0.4661
C (3.110, 2.262, 4.548)  0.5067
O (4.338, 2.786, 4.797)  -0.4035
C (4.607, 3.704, 5.851)  -0.4516
C (4.756, 3.000, 7.187)  -0.8245
C (1.989, 2.500, 5.533)  -0.8647
H (3.852, 4.493, 5.876)  0.3677
H (5.551, 4.183, 5.593)  0.3198
H (3.847, 2.472, 7.471)  0.1583
H (4.999, 3.716, 7.974)  0.3545
H (5.552, 2.256, 7.132)  0.2974
H (1.869, 1.610, 6.143)  0.1662
H (1.076, 2.682, 4.976)  0.4027
H (2.138, 3.362, 6.180)  0.3822
O (-0.411, 2.118, 6.691)  -0.5415
C (-0.346, 1.427, 7.667)  0.8518
O (-0.557, 0.102, 7.552)  -0.3509
C (-0.392, -0.832, 8.619)  -0.4135
C (-1.589, -0.838, 9.550)  -0.9738
C (-0.096, 2.022, 9.034)  -1.1058
H (0.548, -0.652, 9.146)  0.3389
H (-0.303, -1.809, 8.147)  0.3303
H (-1.745, 0.133, 10.021)  0.2803
H (-1.460, -1.584, 10.336)  0.3533
H (-2.497, -1.070, 8.992)  0.3080
H (-1.016, 2.487, 9.387)  0.2892
H (0.679, 2.782, 8.939)  0.2723
H (0.252, 1.310, 9.778)  0.3756

Atoms 1-3, force components in eV/Å:
-0.3 -0.3 0.4
0.2 1.7 0.0
0.3 -0.9 -0.3

***

[3]
The following is a quantum chemistry calculation of a molecular structure, C53H95AlN17, from OMol25.

Computed properties:
- total charge = -1
- gap between HOMO and LUMO (Eh) = 0.1987
- 2S+1 = 1

Each line ends with the Mulliken charge.
CARTESIAN COORDINATES (ANGSTROEM)
C (6.807, 5.280, 1.888)  -1.0595
C (7.724, 4.153, 1.384)  -0.6648
C (8.279, 3.301, 2.534)  -0.5469
C (7.193, 2.377, 3.134)  -0.1548
C (7.668, 0.930, 3.405)  -0.6697
C (6.772, -0.169, 2.815)  -0.8703
C (5.249, 0.042, 2.977)  -0.8425
C (4.499, -0.128, 1.630)  -0.6270
C (3.240, -1.030, 1.738)  0.4084
C (1.974, -0.288, 1.242)  -1.2438
C (0.916, -1.241, 0.635)  0.3696
C (-0.288, -1.523, 1.588)  -0.7190
C (-1.632, -0.951, 1.063)  -0.3554
C (-2.374, -0.076, 2.082)  -0.7627
Al (-4.372, 0.136, 1.648)  -0.6771
C (-5.510, 0.471, 3.301)  -0.1438
C (-5.513, -0.663, 4.334)  -0.4555
C (-6.477, -0.294, 5.493)  -1.3896
C (-4.675, 1.742, 0.387)  -0.2851
C (-6.155, 2.193, 0.411)  0.0469
C (-6.450, 3.214, 1.511)  1.0189
C (-7.631, 4.177, 1.165)  -0.8363
N (-8.808, 3.953, 2.007)  -0.6343
H (6.627, 6.031, 1.126)  0.3526
H (7.227, 5.754, 2.776)  0.2366
H (5.884, 4.803, 2.206)  0.3211
H (8.509, 4.542, 0.738)  0.3800
H (7.083, 3.498, 0.792)  0.3052
H (9.137, 2.743, 2.167)  0.3459
H (8.583, 3.995, 3.319)  0.2807
H (6.854, 2.805, 4.075)  0.3219
H (6.354, 2.368, 2.437)  0.0094
H (7.844, 0.809, 4.471)  0.3218
H (8.651, 0.820, 2.943)  0.2558
H (7.014, -1.089, 3.352)  0.1695
H (7.058, -0.359, 1.785)  0.4481
H (4.989, 1.008, 3.402)  0.4134
H (4.867, -0.711, 3.659)  0.5834
H (5.125, -0.581, 0.864)  0.4085
H (4.201, 0.851, 1.258)  0.2186
H (3.029, -1.268, 2.778)  0.3954
H (3.386, -1.941, 1.163)  -0.4427
H (1.527, 0.190, 2.112)  0.3231
H (2.221, 0.507, 0.541)  0.5036
H (0.529, -0.792, -0.278)  0.5437
H (1.390, -2.190, 0.375)  -0.6524
H (-0.077, -1.092, 2.564)  0.4370
H (-0.331, -2.608, 1.724)  0.0997
H (-1.451, -0.334, 0.183)  0.1368
H (-2.223, -1.803, 0.713)  0.1662
H (-2.231, -0.403, 3.113)  0.4663
H (-1.966, 0.938, 2.001)  0.2638
H (-4.857, -1.254, 0.972)  -0.3879
H (-5.182, 1.406, 3.761)  0.2793
H (-6.547, 0.613, 2.965)  0.1588
H (-4.506, -0.769, 4.738)  0.2658
H (-5.909, -1.587, 3.915)  0.2636
H (-7.404, 0.026, 5.020)  0.3106
H (-6.640, -1.121, 6.186)  0.3790
H (-6.118, 0.583, 6.031)  0.3419
H (-4.014, 2.561, 0.696)  0.2020
H (-4.387, 1.426, -0.622)  0.0233
H (-6.396, 2.678, -0.540)  0.0533
H (-6.762, 1.290, 0.527)  -0.0626
H (-5.537, 3.771, 1.733)  -0.9708
H (-6.728, 2.747, 2.451)  0.1447
H (-7.279, 5.179, 1.399)  0.4022
H (-7.867, 4.066, 0.109)  0.2706
H (-8.870, 2.994, 2.321)  0.2632
H (-8.818, 4.556, 2.813)  0.2468
C (-9.415, 1.950, -1.599)  -0.2147
C (-8.353, 2.317, -2.535)  0.4592
N (-7.529, 2.604, -3.274)  -0.4947
H (-9.332, 2.544, -0.690)  0.0883
H (-10.386, 2.133, -2.057)  0.3486
H (-9.330, 0.894, -1.345)  -0.0455
C (-2.832, 4.776, 3.402)  -0.7510
C (-2.835, 3.455, 4.035)  0.3197
N (-2.837, 2.410, 4.494)  -0.4099
H (-3.068, 5.547, 4.129)  0.4136
H (-1.851, 4.975, 2.979)  0.2997
H (-3.575, 4.796, 2.607)  0.1435
C (2.585, -4.529, -1.673)  -0.2853
C (3.684, -3.816, -1.024)  0.5024
N (4.535, -3.247, -0.516)  -0.4754
H (1.657, -3.974, -1.540)  0.2238
H (2.784, -4.635, -2.737)  -0.1284
H (2.477, -5.518, -1.231)  0.1880
C (5.009, -5.803, -5.322)  -0.7199
C (3.606, -5.448, -5.095)  0.2937
N (2.514, -5.164, -4.919)  -0.4421
H (5.652, -5.144, -4.745)  0.1395
H (5.188, -6.830, -5.014)  0.3202
H (5.248, -5.702, -6.379)  0.3455
C (10.209, -2.585, 2.973)  -0.7797
C (10.350, -1.743, 4.161)  0.3894
N (10.454, -1.080, 5.086)  -0.4109
H (10.730, -3.528, 3.125)  0.3395
H (9.155, -2.785, 2.788)  0.2448
H (10.632, -2.077, 2.110)  0.2481
C (1.569, -5.121, 2.034)  -0.3130
C (2.070, -6.364, 1.441)  0.1983
N (2.465, -7.324, 0.962)  -0.4579
H (0.669, -4.799, 1.512)  0.1760
H (1.334, -5.281, 3.083)  0.4408
H (2.326, -4.342, 1.952)  0.0189
C (-5.956, -1.972, -2.107)  -0.6662
C (-7.254, -1.511, -1.625)  0.3555
N (-8.269, -1.149, -1.248)  -0.5932
H (-5.418, -2.461, -1.295)  0.3080
H (-6.093, -2.668, -2.919)  0.3399
H (-5.372, -1.122, -2.455)  0.1683
C (-3.681, 3.248, -3.315)  -0.4416
C (-2.508, 2.504, -2.842)  0.3115
N (-1.589, 1.922, -2.491)  -0.3701
H (-3.646, 4.269, -2.942)  0.1873
H (-3.687, 3.263, -4.403)  0.3180
H (-4.593, 2.772, -2.959)  0.0278
C (-9.819, -2.574, 1.205)  -0.1184
C (-10.056, -2.603, 2.651)  0.2463
N (-10.253, -2.627, 3.776)  -0.4362
H (-10.764, -2.674, 0.676)  -0.0477
H (-9.353, -1.633, 0.922)  0.0189
H (-9.164, -3.394, 0.919)  0.3183
C (-3.782, -2.709, -5.496)  -0.8343
C (-5.214, -2.481, -5.286)  0.4465
N (-6.330, -2.306, -5.122)  -0.4237
H (-3.202, -2.020, -4.885)  0.2266
H (-3.532, -3.731, -5.218)  0.3023
H (-3.532, -2.550, -6.542)  0.3291
C (-2.234, 7.323, -0.035)  -0.7961
C (-2.428, 7.458, 1.409)  0.3827
N (-2.583, 7.563, 2.536)  -0.3981
H (-3.193, 7.155, -0.520)  0.2434
H (-1.785, 8.231, -0.432)  0.3288
H (-1.577, 6.480, -0.240)  0.2639
C (8.535, 8.968, 2.213)  -0.7373
C (7.151, 9.247, 1.813)  0.3322
N (6.076, 9.473, 1.502)  -0.3808
H (8.573, 8.736, 3.276)  0.2545
H (8.920, 8.120, 1.651)  0.2267
H (9.155, 9.840, 2.016)  0.3153
C (9.053, -4.617, -5.075)  -0.7488
C (8.426, -5.924, -4.881)  0.4306
N (7.938, -6.946, -4.730)  -0.4387
H (8.311, -3.829, -4.950)  0.3057
H (9.844, -4.478, -4.340)  0.2765
H (9.479, -4.562, -6.079)  0.2619
C (-12.752, -4.206, -1.482)  -0.7765
C (-11.457, -4.820, -1.189)  0.3575
N (-10.451, -5.304, -0.967)  -0.3863
H (-12.909, -4.176, -2.558)  0.2803
H (-13.547, -4.786, -1.019)  0.2729
H (-12.775, -3.191, -1.089)  0.2797
C (0.777, 1.135, -5.423)  -0.6927
C (-0.472, 0.545, -5.912)  0.3106
N (-1.437, 0.086, -6.311)  -0.3787
H (0.680, 2.217, -5.380)  0.2429
H (1.000, 0.760, -4.427)  0.2011
H (1.592, 0.874, -6.096)  0.3224
C (13.050, -6.101, -6.989)  -0.7587
C (11.673, -5.752, -7.340)  0.3583
N (10.598, -5.480, -7.614)  -0.4427
H (13.106, -6.360, -5.933)  0.2602
H (13.376, -6.951, -7.583)  0.2680
H (13.705, -5.254, -7.185)  0.2711

Atoms 1-3, force components in eV/Å:
0.5 -0.6 0.2
-0.5 0.1 0.3
-0.6 0.5 -0.1

***

[4]
The following is a quantum chemistry calculation of a single C4H10S molecule, from OMol25.

Computed properties:
- total charge = 0
- SMILES = CCCCS
- ΔE to the lowest compared entry with this formula, charge and spin (eV) = 0.915
- gap between HOMO and LUMO (Eh) = 0.3671
- 2S+1 = 1

Each line ends with the natural charge from an NBO analysis.
CARTESIAN COORDINATES (ANGSTROEM)
C (-2.845, -0.463, 0.547)  -0.6067
C (-1.798, 0.629, 0.345)  -0.3766
C (-0.503, 0.006, -0.173)  -0.4329
C (0.832, 0.664, 0.138)  -0.4874
S (2.222, -0.359, -0.494)  -0.0800
H (-3.826, -0.112, 0.855)  0.2144
H (-2.511, -1.104, 1.274)  0.2023
H (-2.904, -0.987, -0.413)  0.2041
H (-2.106, 1.456, -0.427)  0.1915
H (-1.539, 1.391, 1.244)  0.1899
H (-0.548, -1.019, 0.126)  0.1994
H (-0.754, -0.039, -1.198)  0.2094
H (1.004, 1.494, -0.462)  0.2152
H (1.006, 0.920, 1.195)  0.2234
H (2.507, -1.276, 0.558)  0.1339

Atoms 1-3, force components in eV/Å:
-0.4 2.1 -1.7
0.5 4.3 0.8
-0.9 0.3 0.8

***

no.,strongest force on any atom (eV/Å)
1,4.25
2,2.19
3,1.63
4,4.42